[1]
Computed, not measured: a cluster of 3 separate species, C4H13NO2 in total at a distorted geometry, with wB97M-V/def2-TZVPD.

Last column: Mulliken charge in e.
Element x y z (Å)
N1 0.199 -0.518 0.606  -0.129
C1 -0.846 -1.600 0.720  -0.525
C2 -2.200 -0.765 0.614  -0.505
C3 -1.966 0.301 -0.443  -0.513
C4 -0.467 0.737 0.021  -0.465
H1 0.348 -0.176 1.546  0.358
H2 -0.700 -2.363 -0.101  0.334
H3 -0.811 -2.089 1.716  0.341
H4 -3.157 -1.454 0.526  0.350
H5 -2.366 -0.378 1.642  0.303
H6 -1.902 -0.027 -1.466  0.319
H7 -2.764 1.097 -0.422  0.361
H8 0.119 1.243 -0.796  0.318
H9 -0.546 1.683 0.656  0.295
H10 2.197 -0.327 -0.003  0.330
H11 3.372 -0.392 -0.817  0.395
O1 3.141 -0.416 0.069  -0.567
H12 3.070 2.112 -0.673  0.374
H13 2.556 1.188 -1.796  0.238
O2 2.725 2.143 -1.599  -0.611

Summary:
Energy above the lowest of the compared OMol25 structures with the same formula, charge and spin, kcal per mole: 67.67
Net charge: +1
Frontier orbital gap (alpha / beta), eV: 11.43 / 5.58
2S+1: 2
E, Eh: -365.039150



[2]
Computed, not measured: a cluster of 3 separate species, C4H13NO3 in total at a distorted geometry, with wB97M-V/def2-TZVPD.

Last column: Mulliken charge in e.
Element x y z (Å)
C1 2.225 0.537 -1.304  -1.226
C2 0.985 0.255 -0.495  0.677
O1 -0.138 0.609 -0.797  -0.619
N1 1.189 -0.327 0.770  0.045
C3 2.475 -1.044 0.934  -0.978
C4 -0.071 -0.856 1.319  -0.947
H1 2.536 1.536 -0.947  0.350
H2 2.890 -0.277 -1.519  0.341
H3 1.994 1.042 -2.249  0.371
H4 2.609 -1.817 0.177  0.338
H5 2.479 -1.542 1.922  0.314
H6 3.264 -0.342 0.699  0.351
H7 -0.535 0.080 1.627  0.345
H8 -0.734 -1.331 0.605  0.199
H9 0.083 -1.361 2.271  0.398
O2 -2.888 -0.397 0.046  -0.647
H10 -2.586 -1.118 -0.522  0.335
H11 -2.111 0.182 -0.124  0.361
O3 -4.851 2.212 -0.688  -0.634
H12 -4.085 2.691 -0.985  0.307
H13 -4.729 1.268 -0.739  0.320

Summary:
Energy above the lowest of the compared OMol25 structures with the same formula, charge and spin, kcal per mole: 40.11
Frontier orbital gap, eV: 10.16
E, Eh: -440.651276



[3]
Computed, not measured: a cluster of 4 separate species, C4H13NO3 in total at a distorted geometry, with wB97M-V/def2-TZVPD.

Last column: Mulliken charge in e.
Element x y z (Å)
C1 -0.705 1.218 0.333  -0.623
N1 0.517 1.410 -0.250  -0.310
C2 1.317 1.005 -1.244  0.440
C3 0.359 0.672 -2.196  -0.531
C4 2.786 0.780 -1.266  -0.949
H1 -0.656 1.473 1.397  0.294
H2 -1.542 1.653 -0.209  0.336
H3 -0.303 1.445 -2.572  0.283
H4 0.165 -0.349 -2.540  0.259
H5 3.347 1.559 -1.785  0.344
H6 3.191 0.687 -0.264  0.262
H7 2.947 -0.162 -1.799  0.294
O1 1.551 -1.191 0.987  -0.672
H8 2.159 -0.611 1.463  0.344
H9 1.098 -0.583 0.388  0.198
O2 -3.508 -1.459 2.298  -0.651
H10 -3.240 -2.273 2.754  0.292
H11 -2.752 -1.332 1.694  0.392
O3 -1.661 -1.267 0.247  -0.762
H12 -1.046 -2.015 0.221  0.312
H13 -1.171 -0.446 0.273  0.449

Summary:
Energy above the lowest of the compared OMol25 structures with the same formula, charge and spin, kcal per mole: 138.46
Frontier orbital gap, eV: 7.37
E, Eh: -440.494544



[4]
Computed, not measured: a cluster of 2 separate species, C4H13NO3 in total at a distorted geometry, with wB97M-V/def2-TZVPD.

Last column: Mulliken charge in e.
Element x y z (Å)
C1 0.227 1.646 -1.706  -0.769
N1 -0.522 0.562 -1.058  -0.147
C2 0.074 -0.170 0.021  -0.060
C3 -0.552 -1.586 0.326  -0.676
O1 0.302 -2.055 1.395  -0.536
C4 1.666 -0.388 -0.175  -0.814
O2 2.352 0.756 0.260  -0.517
H1 -0.492 2.071 -2.449  0.335
H2 1.168 1.176 -2.054  0.212
H3 0.673 2.269 -0.900  0.230
H4 -1.244 0.088 -1.570  0.248
H5 0.116 0.365 1.043  0.314
H6 -0.402 -2.339 -0.460  0.336
H7 -1.581 -1.466 0.653  0.442
H8 -0.248 -2.587 1.981  0.309
H9 1.909 -0.482 -1.233  0.407
H10 1.872 -1.359 0.285  0.326
H11 2.144 1.067 1.143  0.363
O3 -2.755 0.641 1.709  -0.713
H12 -1.959 0.227 1.372  0.390
H13 -2.748 1.563 1.417  0.320

Summary:
Energy above the lowest of the compared OMol25 structures with the same formula, charge and spin, kcal per mole: 68.41
Frontier orbital gap, eV: 9.03
E, Eh: -440.606173



[5]
Computed, not measured: a cluster of 2 separate species, C4H13NO3 in total at a distorted geometry, with wB97M-V/def2-TZVPD.

Last column: Mulliken charge in e.
Element x y z (Å)
C1 -1.618 -0.802 -1.323  -1.030
O1 -2.732 -0.441 -0.569  -0.498
C2 -0.267 -0.719 -0.606  0.467
C3 0.232 0.759 -0.346  -0.355
C4 1.742 0.928 -0.321  -0.736
O2 2.271 -0.163 0.452  -0.576
N1 0.686 -1.354 -1.454  -0.187
H1 -1.713 -1.848 -1.641  0.446
H2 -1.655 -0.243 -2.253  0.469
H3 -3.031 -1.191 -0.045  0.338
H4 -0.249 -1.248 0.346  0.358
H5 -0.176 0.981 0.639  0.071
H6 -0.318 1.405 -0.988  0.421
H7 2.070 1.896 0.045  0.464
H8 2.150 0.830 -1.336  0.341
H9 2.489 0.160 1.333  0.333
H10 1.641 -1.361 -1.095  0.344
H11 0.592 -1.088 -2.435  0.320
H12 0.077 1.550 4.276  0.324
H13 -0.956 1.170 3.111  0.313
O3 -0.166 1.651 3.354  -0.626

Summary:
Energy above the lowest of the compared OMol25 structures with the same formula, charge and spin, kcal per mole: 36.47
Net charge: +1
Frontier orbital gap (alpha / beta), eV: 11.62 / 6.39
2S+1: 2
E, Eh: -440.331927



[6]
Computed, not measured: a cluster of 3 separate species, C4H13NO3 in total at a distorted geometry, with wB97M-V/def2-TZVPD.

Last column: Mulliken charge in e.
Element x y z (Å)
O1 0.642 0.141 -3.260  -0.409
C1 0.915 -0.446 -2.250  -0.134
C2 1.194 0.251 -0.928  -0.567
C3 -0.114 0.228 -0.143  -0.671
C4 -0.177 1.067 1.127  -0.398
N1 -0.168 0.299 2.343  -0.213
H1 0.989 -1.548 -2.252  0.373
H2 1.977 -0.286 -0.388  0.326
H3 1.511 1.277 -1.094  0.404
H4 -0.378 -0.798 0.150  0.375
H5 -1.033 0.335 -0.719  0.423
H6 0.676 1.735 1.205  0.415
H7 -1.078 1.679 1.235  0.345
H8 -0.385 0.800 3.210  0.308
H9 -0.668 -0.600 2.352  0.384
H10 -3.512 -0.172 -4.591  0.327
H11 -2.440 0.263 -3.574  0.313
O2 -3.372 0.341 -3.784  -0.640
H12 2.520 -1.494 4.157  0.343
H13 1.290 -1.320 3.203  0.303
O3 1.608 -1.754 4.001  -0.608

Summary:
Energy above the lowest of the compared OMol25 structures with the same formula, charge and spin, kcal per mole: 56.97
Net charge: +1
Frontier orbital gap (alpha / beta), eV: 9.73 / 4.30
2S+1: 2
E, Eh: -440.299261



[7]
Computed, not measured: a cluster of 2 separate species, C4H13NOS in total at a distorted geometry, with wB97M-V/def2-TZVPD.

Last column: Mulliken charge in e.
Element x y z (Å)
C1 1.887 -0.245 0.764  -1.080
N1 0.746 -0.502 -0.086  -0.217
C2 -0.518 -0.102 0.454  -0.145
C3 -1.679 -0.984 -0.085  -1.510
C4 -0.876 1.377 0.105  -0.509
S1 -2.023 2.154 1.309  -0.217
H1 1.845 0.373 1.644  0.343
H2 2.349 -1.243 0.995  0.330
H3 2.736 0.330 0.302  0.287
H4 0.663 -1.491 -0.317  0.315
H5 -0.685 -0.211 1.537  0.449
H6 -2.644 -0.480 -0.029  0.378
H7 -1.579 -1.178 -1.167  0.393
H8 -1.766 -1.826 0.625  0.388
H9 0.176 1.829 0.165  0.336
H10 -1.303 1.440 -0.913  0.375
H11 -2.093 1.070 2.066  0.117
O1 1.450 0.029 -2.747  -0.726
H12 2.320 -0.392 -2.735  0.280
H13 0.993 0.051 -1.887  0.413

Summary:
Energy above the lowest of the compared OMol25 structures with the same formula, charge and spin, kcal per mole: 32.68
Frontier orbital gap, eV: 9.94
E, Eh: -688.336644



[8]
Computed, not measured: a cluster of 2 separate species, C4H13NOS in total at a distorted geometry, with wB97M-V/def2-TZVPD.

Last column: Mulliken charge in e.
Element x y z (Å)
N1 0.899 -0.995 -1.179  -0.481
C1 0.339 -0.934 0.158  -0.580
C2 0.233 0.520 0.679  -0.626
C3 -1.205 1.082 0.449  -0.411
C4 -1.453 2.347 1.230  -0.866
S1 -0.566 3.780 0.555  -0.210
H1 1.869 -1.035 -1.406  0.214
H2 0.442 -0.337 -1.782  0.158
H3 -0.627 -1.426 0.225  0.287
H4 1.057 -1.476 0.781  0.315
H5 0.342 0.617 1.767  0.360
H6 0.934 1.193 0.196  0.329
H7 -1.929 0.276 0.585  0.405
H8 -1.310 1.248 -0.633  0.288
H9 -1.290 2.125 2.290  0.375
H10 -2.482 2.717 1.245  0.351
H11 0.639 3.584 1.142  0.111
O1 1.061 -4.607 -2.312  -0.634
H12 1.649 -4.958 -1.655  0.306
H13 1.398 -3.719 -2.336  0.309

Summary:
Energy above the lowest of the compared OMol25 structures with the same formula, charge and spin, kcal per mole: 21.41
Frontier orbital gap, eV: 9.99
E, Eh: -688.354594



[9]
Computed, not measured: a cluster of 2 separate species, C4H13NOS in total at a distorted geometry, with wB97M-V/def2-TZVPD.

Last column: Mulliken charge in e.
Element x y z (Å)
C1 2.195 1.591 -0.655  -1.181
C2 1.274 0.361 -0.820  0.728
N1 1.895 -0.332 -1.953  -0.717
C3 1.047 -0.448 0.450  -1.192
C4 0.517 0.253 1.711  -0.483
S1 -1.249 0.712 1.595  -0.206
H1 3.195 1.377 -0.975  0.358
H2 2.200 1.890 0.419  0.276
H3 1.850 2.318 -1.401  0.292
H4 0.298 0.762 -1.184  0.155
H5 1.341 -0.851 -2.632  0.250
H6 2.398 -1.160 -1.610  0.226
H7 0.324 -1.229 0.202  0.364
H8 2.010 -0.914 0.716  0.390
H9 0.727 -0.351 2.574  0.390
H10 1.104 1.174 1.833  0.261
H11 -1.370 0.298 0.339  0.090
O1 -6.573 -1.540 0.207  -0.642
H12 -6.210 -2.419 0.095  0.319
H13 -6.972 -1.493 1.090  0.323

Summary:
Energy above the lowest of the compared OMol25 structures with the same formula, charge and spin, kcal per mole: 23.97
Frontier orbital gap, eV: 9.87
E, Eh: -688.350525



[10]
Computed, not measured: a cluster of 2 separate species, C4H13NOS in total at a distorted geometry, with wB97M-V/def2-TZVPD.

Last column: Mulliken charge in e.
Element x y z (Å)
N1 -2.625 -0.647 -0.345  -0.608
C1 -1.415 0.062 0.282  0.373
C2 -0.506 -1.032 0.825  -1.192
C3 0.772 -1.239 0.032  -0.400
C4 1.708 -0.017 -0.071  -0.286
S1 2.599 0.635 1.408  -0.256
H1 -2.225 -1.592 -0.530  0.224
H2 -3.034 -0.258 -1.160  0.211
H3 -0.978 0.749 -0.418  -0.256
H4 -1.852 0.517 1.155  0.271
H5 -0.284 -0.891 1.819  0.424
H6 -0.943 -2.018 0.904  0.480
H7 0.396 -1.408 -1.053  0.196
H8 1.262 -2.091 0.445  0.397
H9 1.344 0.950 -0.570  0.075
H10 2.598 -0.430 -0.827  0.296
H11 3.090 -0.409 2.075  0.099
O1 0.273 2.828 -1.412  -0.634
H12 -0.607 2.610 -1.591  0.270
H13 0.426 3.683 -0.967  0.314

Summary:
Energy above the lowest of the compared OMol25 structures with the same formula, charge and spin, kcal per mole: 42.45
Frontier orbital gap, eV: 9.38
E, Eh: -688.321073



[11]
Computed, not measured: a cluster of 2 separate species, C4H13NOS in total at a distorted geometry, with wB97M-V/def2-TZVPD.

Last column: Mulliken charge in e.
Element x y z (Å)
C1 1.434 -1.195 -0.211  -0.846
S1 1.490 0.123 0.977  -0.086
C2 0.619 1.634 0.503  -0.566
C3 -0.896 1.552 0.331  -0.681
C4 -1.469 0.744 -0.869  -0.164
N1 -1.124 1.155 -2.217  -0.581
H1 2.019 -0.899 -1.114  0.301
H2 0.479 -1.647 -0.503  0.250
H3 1.955 -1.999 0.315  0.315
H4 1.136 2.157 -0.306  0.383
H5 0.816 2.257 1.423  0.254
H6 -1.340 2.541 0.157  0.340
H7 -1.390 1.183 1.235  0.339
H8 -1.057 -0.271 -0.818  -0.022
H9 -2.572 0.775 -0.749  0.319
H10 -1.877 1.583 -2.743  0.247
H11 -0.385 1.851 -2.160  0.203
O1 -1.210 -3.508 0.550  -0.616
H12 -0.882 -2.914 1.247  0.314
H13 -1.648 -4.166 1.105  0.299

Summary:
Energy above the lowest of the compared OMol25 structures with the same formula, charge and spin, kcal per mole: 23.57
Frontier orbital gap, eV: 9.22
E, Eh: -688.351160



Q: Look up the E of the seventh one.
A: -688.336644 Eh



Q: Number 10 is which compound?
A: C4H13NOS



Q: The highest E belongs to which entry?
A: C4H13NO2



What did the fourth record say?
Computed, not measured: a cluster of 2 separate species, C4H13NO3 in total at a distorted geometry, with wB97M-V/def2-TZVPD.

Last column: Mulliken charge in e.
Element x y z (Å)
C1 0.227 1.646 -1.706  -0.769
N1 -0.522 0.562 -1.058  -0.147
C2 0.074 -0.170 0.021  -0.060
C3 -0.552 -1.586 0.326  -0.676
O1 0.302 -2.055 1.395  -0.536
C4 1.666 -0.388 -0.175  -0.814
O2 2.352 0.756 0.260  -0.517
H1 -0.492 2.071 -2.449  0.335
H2 1.168 1.176 -2.054  0.212
H3 0.673 2.269 -0.900  0.230
H4 -1.244 0.088 -1.570  0.248
H5 0.116 0.365 1.043  0.314
H6 -0.402 -2.339 -0.460  0.336
H7 -1.581 -1.466 0.653  0.442
H8 -0.248 -2.587 1.981  0.309
H9 1.909 -0.482 -1.233  0.407
H10 1.872 -1.359 0.285  0.326
H11 2.144 1.067 1.143  0.363
O3 -2.755 0.641 1.709  -0.713
H12 -1.959 0.227 1.372  0.390
H13 -2.748 1.563 1.417  0.320

Summary:
Energy above the lowest of the compared OMol25 structures with the same formula, charge and spin, kcal per mole: 68.41
Frontier orbital gap, eV: 9.03
E, Eh: -440.606173